[1]
{
  "formula": "C4H5N",
  "method": "ωB97M-V/def2-TZVPD",
  "symbols": ["N", "C", "C", "C", "C", "H", "H", "H", "H", "H"],
  "coordinates": [[-2.88516, -0.00628, -0.23676], [-1.78367, -0.01530, 0.10039], [-0.40198, -0.12398, 0.51007], [0.66991, 0.77554, -0.18052], [0.74881, -0.72259, -0.26995], [-0.18442, -0.23991, 1.57662], [1.31224, 1.20963, 0.61041], [0.41626, 1.36870, -1.06130], [0.52960, -1.10503, -1.34728], [1.57842, -1.14079, 0.29834]],
  "forces_ev_per_angstrom": [[0.3620, 0.2225, 0.1252], [0.1632, -0.8453, -0.1430], [1.1600, 0.7248, 0.1315], [-0.0755, -0.3092, 1.5277], [-0.5028, 0.1442, -2.8122], [-0.7756, 0.2767, -0.2973], [-0.3067, 0.1055, -1.0620], [-0.0170, -0.2318, 0.4906], [0.5202, 0.3366, 2.3091], [-0.5278, -0.4240, -0.2695]],
  "mulliken_charge": [-0.397, 0.108, -0.083, -0.531, -0.474, 0.329, 0.223, 0.300, 0.257, 0.268],
  "multiplicity": 1,
  "charge": 0,
  "total_energy_ev": -5717.562,
  "smiles": "N#CC1CC1",
  "e_above_lowest_kcal_mol": 29.6,
  "homo_energy_ev": -10.63
}



[2]
{
  "formula": "C2HClN2O",
  "method": "ωB97M-V/def2-TZVPD",
  "symbols": ["Cl", "C", "C", "O", "N", "N", "H"],
  "coordinates": [[-0.75346, -2.11664, 1.04340], [-0.23043, -0.52051, 0.39548], [0.75885, -0.14123, -0.38371], [0.46619, 1.11517, -0.83515], [-0.76347, 1.49520, -0.14064], [-1.21127, 0.55329, 0.47669], [1.73359, -0.38528, -0.55608]],
  "forces_ev_per_angstrom": [[1.0164, 1.8879, -0.5948], [-3.4443, -1.8020, 1.4695], [-1.5183, 2.6313, -0.3218], [-0.3500, -0.2215, 1.5505], [0.4069, 1.1312, -1.8777], [1.8167, -2.2229, 0.4759], [2.0726, -1.4039, -0.7016]],
  "mulliken_charge": [-0.153, 0.033, 0.049, -0.142, -0.081, -0.117, 0.412],
  "multiplicity": 1,
  "charge": 0,
  "total_energy_ev": -19637.483,
  "smiles": "Clc1conn1",
  "e_above_lowest_kcal_mol": 56.1,
  "homo_energy_ev": -10.43
}